No. 1
12
Properties=species:S:1:pos:R:3:forces:R:3 method="wB97M-V/def2-TZVPD" total_charge=0 homo_energy_ev="-8.9 / -8.8" smiles=CPN(C)I gap_ha="0.2701 / 0.2714" spin_multiplicity=1
C 0.42233 -1.49943 0.57636 -1.847 -3.215 -1.304
C -1.29048 1.10152 -0.52992 0.711 1.471 0.018
N 0.69484 -0.24501 -0.08049 3.224 -1.872 0.434
P 0.10582 1.20223 0.68042 -0.622 -0.893 -0.351
I 3.15623 0.01979 -0.03075 -1.849 -0.246 0.115
H -0.55569 -1.96742 0.04764 1.846 1.139 0.623
H 1.18362 -2.37844 0.36876 -1.322 2.140 0.647
H 0.04024 -1.47046 1.61233 0.948 0.160 -0.002
H -1.60068 2.13371 -0.52044 -1.208 0.375 0.292
H -1.98487 0.37567 -0.21901 -1.298 -0.524 0.114
H -0.95620 1.00526 -1.55786 0.255 -0.702 0.084
H 0.78485 1.72259 -0.34705 1.161 2.168 -0.671

No. 2
10
Properties=species:S:1:pos:R:3:forces:R:3 method="wB97M-V/def2-TZVPD" total_charge=0 homo_energy_ev=-9.9 smiles="C=C.N" gap_ha=0.4115 spin_multiplicity=1
N -5.39389 2.48046 -2.29849 0.477 -0.339 0.184
H -5.65053 2.72589 -3.23918 -0.277 0.033 0.023
H -5.07485 3.28941 -1.79059 -0.137 0.080 0.014
H -6.12398 1.99831 -1.79308 -0.063 0.226 -0.221
C 3.23287 -1.37224 1.28770 -0.062 0.314 -0.517
C 4.20205 -2.10779 1.79995 -0.418 -0.390 0.047
H 2.18007 -1.62343 1.35258 0.075 0.053 0.486
H 3.44932 -0.49445 0.69260 0.076 -0.054 -0.199
H 3.93918 -2.93365 2.45106 0.238 -0.171 -0.143
H 5.23975 -1.96251 1.53746 0.092 0.247 0.326

No. 3
11
Properties=species:S:1:pos:R:3:forces:R:3 method="wB97M-V/def2-TZVPD" total_charge=+1 homo_energy_ev=-15.7 smiles="CNC=[NH2+]" gap_ha=0.4342 spin_multiplicity=1
C -0.31886 0.46737 -1.55565 -0.125 0.116 -0.559
N -0.29275 0.45281 -0.08814 0.343 -0.501 -0.472
C 0.41384 -0.44542 0.54766 -0.868 1.090 0.600
N 0.38579 -0.60535 1.84444 -0.215 0.154 0.255
H -0.80080 1.37079 -1.91400 -0.114 0.071 0.210
H -0.87378 -0.38864 -1.93696 0.000 0.024 0.042
H 0.68041 0.47539 -1.98894 0.081 -0.109 0.295
H -0.95180 1.04127 0.39488 -0.038 0.084 0.183
H 1.04551 -1.05079 -0.03400 0.792 -0.806 -0.620
H -0.23257 -0.03205 2.39821 0.047 -0.060 0.215
H 0.94502 -1.28538 2.33251 0.097 -0.065 -0.149

Record order is preserved below.
Relative energy (zero: lowest compared OMol25 entry of this formula, charge and spin): 46.5 20.0 1.8 kcal per mole